DFT (the ωB97M-V functional and the def2-TZVPD basis) results for a cluster of 2 separate species, C4H15N2O2 in total at a distorted geometry.

For the energy relative to the best compared isomer or geometry (same formula, charge and spin), the calculation gives 233.98 kJ/mol. Its total charge is +1.

CARTESIAN COORDINATES (ANGSTROEM)
C: 0.465 -1.778 0.030
O: -0.568 -2.528 0.719
C: -0.104 -0.460 -0.255
C: 0.961 0.355 -1.123
C: 0.539 1.792 -1.486
N: -0.684 2.372 -0.744
N: -1.383 -0.483 -0.962
H: 0.687 -2.446 -0.896
H: 1.342 -1.616 0.680
H: -0.251 -3.444 0.881
H: -0.167 0.151 0.697
H: 1.226 -0.223 -2.072
H: 1.916 0.363 -0.424
H: 0.463 1.861 -2.609
H: 1.569 2.291 -1.302
H: -1.449 1.633 -0.916
H: -0.974 3.260 -1.044
H: -0.378 2.511 0.292
H: -2.194 -0.891 -0.350
H: -1.255 -1.006 -1.764
H: 0.132 -0.076 3.117
H: 1.212 0.491 3.904
O: 0.746 0.586 3.124

Atoms 1-2, force components in eV/Å:
-0.09 -3.10 0.14
0.73 -0.35 0.34

Mulliken atomic charge list, values in e, 2 entries:
1 C -0.75
2 O -0.53